one) Density functional theory data (ωB97M-V/def2-TZVPD) for C2H5F2N in the gas phase.

Each line ends with the Mulliken charge.
Cartesian coordinates (Å):
C -0.531 0.150 -0.173  -0.440
C 0.176 -0.446 1.059  0.255
H -0.204 1.079 -1.902  0.213
H 1.259 0.799 -1.188  0.223
H -0.638 -0.926 -0.659  0.243
H -1.412 0.669 -0.050  0.350
H 0.476 0.310 1.791  0.261
N 0.311 0.984 -0.988  -0.595
F -0.663 -1.393 1.565  -0.239
F 1.226 -1.226 0.545  -0.271

Highest occupied orbital energy   -0.3462 hartree
SMILES string   NCC(F)F
Spin multiplicity   1

***

two) Density functional theory data (ωB97M-V/def2-TZVPD) for C2H5F2N in the gas phase.

Each line ends with the Mulliken charge.
Cartesian coordinates (Å):
C 0.536 0.334 -0.232  -0.738
C -1.452 -1.180 0.601  0.392
N -0.747 0.470 0.476  -0.487
F -1.560 -1.699 -0.652  -0.251
F -2.626 -1.061 1.101  -0.190
H 1.261 -0.250 0.545  0.218
H 0.385 -0.232 -1.135  0.310
H 0.965 1.370 -0.441  0.298
H -0.716 -1.869 1.120  0.190
H -1.255 1.091 -0.286  0.257

Highest occupied orbital energy   -0.3510 hartree
SMILES string   CNC(F)F
Spin multiplicity   1

***

Structures ranked by computed energy, the most stable listed first: one), two).

***

one) Density functional theory data (ωB97M-V/def2-TZVPD) for a gas-phase ion, C5H8FN2 (charge +1).

Each line ends with the Mulliken charge.
Cartesian coordinates (Å):
C 0.714 1.344 0.388  -0.288
C -0.661 1.249 0.302  -0.515
C 0.052 -0.767 -0.056  0.572
C 2.510 -0.331 -0.063  -0.877
C -2.532 -0.364 -0.238  -0.890
N 1.069 0.014 0.116  0.099
N -1.060 -0.017 -0.126  0.044
F 0.124 -2.019 -0.340  -0.213
H 1.413 2.086 0.683  0.437
H -1.502 1.881 0.343  0.496
H 2.752 -1.015 0.798  0.342
H 2.705 -0.995 -0.854  0.380
H 3.084 0.510 -0.101  0.318
H -2.766 -1.423 -0.599  0.344
H -3.039 -0.284 0.815  0.332
H -2.863 0.132 -1.066  0.418

Highest occupied orbital energy   -0.5272 hartree
SMILES string   Cn1cc[n+](C)c1F
Spin multiplicity   1
Total charge   +1

***

two) Density functional theory data (ωB97M-V/def2-TZVPD) for a molecular structure, C5H8FN2.

Each line ends with the Mulliken charge.
Cartesian coordinates (Å):
C -3.079 0.290 -0.036  0.031
C -0.691 0.734 0.702  -0.844
C -1.979 -0.109 0.753  -0.088
C 0.229 -0.393 0.234  0.023
C -0.832 -1.342 -0.318  -0.372
N -3.932 0.616 -0.725  -0.328
N 1.284 -0.014 -0.774  -0.299
F -0.719 -2.601 0.094  -0.271
H -0.785 1.535 -0.033  0.424
H -0.427 1.167 1.667  0.320
H -2.222 -0.606 1.681  0.457
H 0.729 -0.881 1.079  0.372
H -1.133 -1.268 -1.356  0.471
H 1.742 -0.861 -1.142  0.364
H 2.006 0.582 -0.346  0.354
H 0.852 0.495 -1.559  0.387

Highest occupied orbital energy   -0.5124 hartree
Spin multiplicity   1
Total charge   +1

***

Structures ranked by computed energy, the most stable listed first: one), two).

***

one) Density functional theory data (ωB97M-V/def2-TZVPD) for C4H13N3 in the gas phase.

Each line ends with the Mulliken charge.
Cartesian coordinates (Å):
N 0.740 -0.245 1.464  -0.534
C 0.390 0.155 0.101  0.216
C -0.512 -0.873 -0.572  -0.698
C -1.941 -0.833 0.032  -0.808
N -2.590 0.485 -0.068  -0.560
C 1.634 0.404 -0.809  -0.955
N 2.678 1.208 -0.221  -0.595
H 0.581 0.452 2.168  0.232
H 1.667 -0.633 1.497  0.209
H -0.098 1.132 0.144  0.358
H -0.565 -0.602 -1.605  0.311
H -0.183 -1.878 -0.328  0.328
H -1.808 -1.107 1.073  0.419
H -2.517 -1.656 -0.409  0.356
H -3.122 0.493 -0.938  0.235
H -3.329 0.498 0.635  0.234
H 1.236 0.977 -1.656  0.373
H 2.012 -0.536 -1.214  0.372
H 2.293 1.836 0.477  0.229
H 3.437 0.723 0.227  0.278

Highest occupied orbital energy   -0.3207 hartree
SMILES string   NCC[C@@H](N)CN
Spin multiplicity   1

***

two) Density functional theory data (ωB97M-V/def2-TZVPD) for C4H13N3 in the gas phase.

Each line ends with the Mulliken charge.
Cartesian coordinates (Å):
C 0.650 -0.062 0.193  -0.662
N -0.070 0.961 -0.533  -0.274
C 0.630 1.581 -1.678  -0.517
N -0.222 1.707 -2.853  -0.692
C -0.222 -0.585 1.334  0.418
C -1.276 -1.586 0.903  -1.515
N 0.558 -1.186 2.459  -0.763
H 1.659 0.180 0.551  0.305
H 0.710 -0.885 -0.531  0.306
H -0.417 1.722 0.040  0.221
H 1.423 0.874 -1.940  0.351
H 1.145 2.494 -1.383  0.378
H -0.457 0.745 -3.113  0.285
H -1.154 1.942 -2.511  0.271
H -0.767 0.245 1.796  0.274
H -2.143 -1.188 0.387  0.330
H -0.820 -2.402 0.353  0.357
H -1.589 -2.075 1.833  0.399
H 1.068 -1.951 2.029  0.259
H 1.294 -0.531 2.665  0.272

Highest occupied orbital energy   -0.3331 hartree
SMILES string   C[C@@H](N)CNCN
Spin multiplicity   1

***

Structures ranked by computed energy, the most stable listed first: one), two).